(1)
{
  "formula": "C6H9FO",
  "method": "ωB97M-V/def2-TZVPD",
  "charge": 0,
  "species": ["C", "C", "C", "C", "C", "C", "O", "F", "H", "H", "H", "H", "H", "H", "H", "H", "H"],
  "positions_angstrom": [[2.585, 0.663, -0.516], [0.063, -0.588, 1.414], [0.822, -0.744, 0.162], [-0.522, -0.138, 0.070], [-1.651, -0.936, -0.544], [-0.614, 1.355, -0.160], [3.310, 1.128, 0.284], [1.135, -1.958, -0.350], [2.563, 0.746, -1.599], [-0.327, -1.489, 1.872], [0.357, 0.170, 2.123], [-1.716, -0.741, -1.614], [-2.601, -0.662, -0.087], [-1.489, -2.001, -0.402], [-1.542, 1.744, 0.255], [-0.590, 1.584, -1.225], [0.216, 1.865, 0.317]],
  "forces_ev_per_a": [[-2.1, -1.8, 2.5], [0.1, -0.1, 0.1], [2.5, 2.3, -1.3], [-0.2, -0.1, -0.2], [0.2, 0.0, 0.2], [0.1, -0.3, 0.0], [-0.3, -0.1, -0.8], [-0.3, -0.1, 0.1], [0.2, 0.1, -0.5], [0.0, -0.1, -0.1], [0.1, 0.2, 0.1], [0.0, 0.0, -0.1], [-0.1, 0.0, 0.0], [-0.1, -0.1, 0.0], [-0.1, 0.1, 0.0], [0.0, 0.0, -0.1], [0.1, 0.1, 0.1]],
  "nbo_charge": [0.435, -0.492, 0.338, -0.134, -0.601, -0.591, -0.477, -0.351, 0.142, 0.227, 0.229, 0.211, 0.211, 0.219, 0.213, 0.208, 0.213]
}



(2)
{
  "formula": "C6H9FO",
  "method": "ωB97M-V/def2-TZVPD",
  "smiles": "C=C1CCC[C@]1(O)F",
  "charge": 0,
  "species": ["C", "C", "C", "C", "C", "C", "O", "F", "H", "H", "H", "H", "H", "H", "H", "H", "H"],
  "positions_angstrom": [[-1.124, -1.423, -1.396], [-0.371, -0.763, -0.529], [0.949, -1.099, 0.055], [1.402, 0.127, 0.774], [0.046, 0.757, 1.333], [-0.739, 0.649, -0.078], [-0.286, 1.595, -1.035], [-2.155, 0.861, 0.011], [-1.923, -0.744, -1.892], [-0.988, -2.364, -1.831], [0.825, -1.793, 0.804], [1.627, -1.435, -0.855], [2.012, -0.151, 1.640], [1.833, 1.044, 0.098], [-0.519, 0.412, 2.148], [0.122, 1.901, 1.514], [-0.711, 2.425, -0.761]],
  "forces_ev_per_a": [[-1.7, 3.4, -0.7], [-0.8, 0.5, -0.8], [1.3, 0.4, -3.6], [-0.1, 3.4, 0.9], [0.4, 3.4, -3.9], [-0.4, 0.0, 0.7], [-0.6, -0.5, 1.0], [1.4, -0.4, 0.3], [0.9, -1.6, 1.0], [0.5, -1.3, -0.3], [0.0, -2.3, 1.3], [-1.0, 0.4, 2.3], [0.5, 0.4, -0.5], [-0.6, -2.7, 1.7], [-0.4, -1.4, 1.0], [0.3, -1.8, -0.1], [0.3, -0.1, -0.2]],
  "nbo_charge": [-0.357, -0.050, -0.460, -0.400, -0.454, 0.586, -0.711, -0.382, 0.211, 0.202, 0.222, 0.229, 0.220, 0.235, 0.225, 0.206, 0.479]
}



One value per record, in order, for HOMO-LUMO gap: 8.81, 10.62 eV.